[1]
{"formula": "C49H56CsN9O6", "method": "ωB97M-V/def2-TZVPD", "symbols": ["Cs", "O", "C", "O", "C", "C", "C", "C", "C", "N", "C", "O", "O", "H", "H", "H", "H", "H", "C", "C", "C", "C", "C", "C", "C", "N", "C", "C", "C", "C", "C", "C", "O", "C", "C", "C", "C", "C", "C", "C", "C", "C", "O", "C", "C", "C", "C", "C", "C", "H", "H", "H", "H", "H", "H", "H", "H", "H", "H", "H", "H", "H", "H", "H", "H", "H", "H", "H", "H", "H", "H", "H", "H", "H", "H", "H", "H", "H", "H", "H", "H", "H", "H", "H", "H", "H", "H", "H", "H", "C", "C", "C", "C", "C", "C", "C", "C", "N", "H", "H", "H", "H", "H", "H", "N", "C", "N", "C", "N", "N", "C", "C", "N", "C", "C", "N", "H", "H", "H", "H", "H"], "coordinates": [[-0.593, -0.100, 0.354], [-1.250, 3.194, 3.643], [-0.852, 2.806, 2.434], [-1.235, 1.828, 1.849], [0.119, 3.787, 1.829], [0.777, 4.719, 2.615], [1.678, 5.564, 1.998], [1.881, 5.448, 0.631], [1.161, 4.492, -0.065], [0.303, 3.673, 0.522], [1.284, 4.370, -1.571], [2.537, 4.514, -2.061], [0.354, 4.267, -2.304], [-1.602, 2.438, 4.155], [0.594, 4.744, 3.679], [2.220, 6.306, 2.571], [2.561, 6.113, 0.114], [3.183, 4.396, -1.353], [-3.443, -6.082, -4.766], [-4.199, -4.761, -4.544], [-4.693, -4.230, -5.899], [-5.418, -5.049, -3.670], [-3.270, -3.734, -3.906], [-3.502, -3.173, -2.702], [-2.554, -2.268, -2.105], [-2.705, -1.678, -0.936], [-3.866, -1.458, -0.296], [-5.145, -1.380, -0.938], [-6.276, -1.117, -0.238], [-6.154, -0.933, 1.182], [-4.983, -0.942, 1.873], [-3.735, -1.190, 1.142], [-2.619, -1.220, 1.695], [-4.913, -0.655, 3.375], [-4.084, 0.619, 3.612], [-6.297, -0.436, 3.988], [-4.258, -1.833, 4.116], [-7.654, -0.965, -0.878], [-7.603, -1.155, -2.393], [-8.606, -2.021, -0.294], [-8.220, 0.435, -0.589], [-1.246, -2.016, -2.760], [-0.399, -1.316, -2.212], [-1.064, -2.590, -4.109], [-2.050, -3.373, -4.605], [0.247, -2.336, -4.856], [0.465, -0.826, -5.052], [1.422, -2.920, -4.049], [0.251, -2.994, -6.236], [-4.107, -6.835, -5.204], [-3.062, -6.465, -3.815], [-2.591, -5.949, -5.438], [-5.358, -4.960, -6.373], [-3.863, -4.035, -6.583], [-5.244, -3.295, -5.763], [-6.066, -5.770, -4.174], [-5.999, -4.141, -3.485], [-5.127, -5.471, -2.704], [-4.360, -3.455, -2.107], [-5.159, -1.446, -2.018], [-7.068, -0.742, 1.731], [-4.543, 1.473, 3.104], [-3.071, 0.494, 3.229], [-4.031, 0.837, 4.684], [-6.801, 0.438, 3.561], [-6.184, -0.265, 5.061], [-6.942, -1.311, 3.853], [-3.249, -2.012, 3.749], [-4.849, -2.745, 3.977], [-4.208, -1.614, 5.187], [-7.222, -2.145, -2.659], [-6.965, -0.405, -2.870], [-8.610, -1.057, -2.807], [-8.219, -3.026, -0.482], [-9.598, -1.939, -0.753], [-8.723, -1.902, 0.786], [-7.559, 1.203, -0.998], [-8.317, 0.614, 0.485], [-9.211, 0.550, -1.043], [-1.904, -3.805, -5.587], [0.511, -0.310, -4.095], [-0.346, -0.399, -5.654], [1.412, -0.657, -5.572], [1.506, -2.440, -3.076], [2.365, -2.754, -4.578], [1.288, -3.998, -3.907], [-0.551, -2.608, -6.876], [0.154, -4.083, -6.170], [1.205, -2.776, -6.722], [3.071, -0.142, -2.150], [4.099, -1.034, -2.266], [5.371, -0.725, -2.912], [6.373, -1.640, -3.031], [6.255, -2.967, -2.531], [5.029, -3.303, -1.897], [4.013, -2.402, -1.761], [7.307, -3.912, -2.667], [8.164, -4.688, -2.779], [3.129, 0.856, -2.578], [2.164, -0.429, -1.622], [5.511, 0.279, -3.300], [7.300, -1.359, -3.518], [4.905, -4.315, -1.522], [3.084, -2.709, -1.292], [1.060, 1.156, 3.853], [0.343, 1.158, 4.774], [-0.659, 1.262, 5.612], [-0.617, 1.211, 6.925], [-0.682, 1.186, 8.088], [5.364, -3.151, 1.737], [4.090, -2.997, 2.241], [3.182, -2.136, 1.606], [1.957, -1.968, 2.054], [1.609, -2.613, 3.176], [2.511, -3.442, 3.805], [3.752, -3.655, 3.341], [5.504, -2.916, 0.764], [5.859, -3.960, 2.072], [3.472, -1.599, 0.708], [0.607, -2.454, 3.558], [2.241, -3.967, 4.716]], "forces_ev_per_a": [[1.752, -0.809, -0.782], [0.060, 0.116, -0.209], [-0.180, 0.212, 0.136], [-0.568, 1.440, 1.115], [-0.119, -0.216, -0.089], [0.156, 0.091, 0.164], [0.042, 0.057, -0.005], [0.122, 0.227, 0.083], [0.038, -0.253, -0.166], [-0.210, -0.124, -0.114], [0.126, 0.364, 0.332], [0.186, -0.087, 0.040], [-0.337, -0.119, -0.206], [0.008, -0.100, 0.138], [-0.002, 0.017, -0.020], [-0.005, -0.021, -0.006], [0.023, -0.011, -0.005], [-0.007, -0.043, -0.032], [0.038, 0.009, 0.003], [0.082, -0.028, -0.056], [-0.016, 0.025, -0.031], [-0.033, 0.010, 0.041], [0.103, 0.008, -0.134], [0.055, 0.125, 0.013], [-0.094, 0.080, 0.129], [-0.307, -0.115, -0.297], [-0.187, -0.167, 0.094], [0.304, -0.029, 0.061], [-0.092, 0.061, 0.175], [-0.065, -0.052, -0.094], [0.045, 0.083, 0.056], [-0.032, -0.120, -0.224], [-0.698, -0.300, 0.402], [0.077, -0.022, -0.049], [0.059, 0.000, -0.002], [-0.056, 0.007, -0.023], [0.024, -0.042, -0.016], [0.001, 0.023, 0.080], [0.021, -0.014, -0.047], [-0.018, -0.030, 0.017], [0.005, 0.022, -0.001], [-0.249, -0.133, 0.025], [0.182, -0.036, -0.361], [0.073, -0.129, -0.021], [-0.078, -0.035, 0.020], [0.011, 0.034, 0.111], [-0.063, 0.026, 0.006], [-0.080, -0.021, 0.034], [-0.019, -0.025, -0.052], [0.038, 0.050, 0.018], [-0.026, 0.007, -0.054], [-0.057, -0.012, 0.047], [0.037, 0.037, 0.016], [-0.056, -0.010, 0.044], [0.024, -0.053, -0.015], [0.005, 0.012, 0.019], [0.024, -0.057, -0.014], [-0.022, 0.023, -0.051], [0.021, 0.025, -0.006], [-0.018, -0.030, 0.024], [0.000, 0.013, -0.007], [0.005, -0.028, 0.027], [-0.069, 0.021, 0.041], [0.009, -0.015, -0.064], [0.026, -0.054, 0.016], [-0.011, 0.004, -0.026], [0.018, 0.045, 0.017], [-0.083, 0.026, 0.023], [0.020, 0.038, 0.016], [-0.004, -0.014, -0.058], [-0.027, 0.062, 0.014], [-0.037, -0.050, 0.025], [0.030, -0.003, -0.009], [-0.031, 0.048, 0.008], [0.051, 0.001, 0.032], [0.015, -0.013, -0.083], [-0.042, -0.033, 0.025], [0.010, -0.013, -0.080], [0.056, -0.010, 0.026], [-0.032, -0.026, 0.006], [0.009, -0.032, -0.056], [0.062, -0.016, 0.037], [-0.044, -0.014, 0.011], [-0.013, -0.025, -0.097], [-0.052, -0.002, 0.028], [0.025, 0.065, -0.015], [0.056, -0.036, 0.042], [0.010, 0.067, -0.009], [-0.034, -0.012, -0.002], [0.169, -0.179, 0.181], [0.058, -0.057, 0.003], [-0.133, -0.107, 0.075], [-0.050, -0.083, 0.063], [0.155, -0.048, -0.016], [0.047, 0.012, -0.022], [0.075, 0.159, -0.079], [-0.147, 0.098, 0.006], [-0.126, 0.138, 0.024], [0.013, -0.097, 0.081], [0.035, 0.079, -0.215], [0.006, -0.020, -0.023], [0.021, 0.041, -0.020], [-0.046, 0.026, -0.001], [0.015, -0.035, -0.007], [0.066, -0.066, 0.362], [0.015, 0.078, 0.000], [-0.360, -0.021, -0.028], [0.342, -0.048, -0.089], [-0.016, 0.018, -0.277], [-0.133, 0.108, 0.114], [0.234, -0.140, -0.006], [-0.280, 0.221, -0.165], [-0.127, 0.152, -0.065], [0.136, -0.067, -0.036], [0.115, -0.035, -0.009], [-0.100, -0.013, 0.078], [-0.049, -0.055, -0.002], [0.012, -0.031, -0.026], [-0.005, 0.006, 0.024], [0.072, -0.001, -0.029], [0.013, 0.023, -0.046]], "mulliken_charge": [1.466, -0.494, 0.099, -0.386, 0.463, -0.585, -0.612, -0.365, 0.266, -0.185, 0.408, -0.471, -0.528, 0.310, 0.496, 0.424, 0.477, 0.374, -1.678, 2.143, -1.695, -1.962, -0.551, -0.036, -1.444, 0.351, -1.122, -0.080, -0.825, -0.150, -0.577, 1.301, -1.159, 2.759, -1.563, -2.375, -1.757, 2.113, -1.975, -1.685, -1.696, 0.514, -0.660, -0.121, -0.206, 2.673, -1.821, -1.463, -2.426, 0.450, 0.361, 0.315, 0.477, 0.299, 0.328, 0.497, 0.114, 0.393, 0.949, 0.936, 0.384, 0.344, 0.325, 0.491, 0.337, 0.460, 0.423, 0.264, 0.387, 0.457, 0.131, 0.392, 0.489, 0.326, 0.483, 0.305, 0.367, 0.317, 0.445, 0.354, 0.288, 0.375, 0.463, -0.035, 0.505, 0.329, 0.427, 0.357, 0.470, -1.459, 1.366, -1.080, -0.446, 0.376, -0.981, -0.507, 0.096, -0.726, 0.264, 0.235, 0.323, 0.417, 0.423, 0.801, -0.678, 0.631, -0.561, 0.469, -0.720, -0.452, 0.543, -0.395, -0.147, -0.291, -0.365, -0.678, 0.197, 0.274, 0.526, 0.422, 0.361], "energy_ev": -77968.5504, "spin_multiplicity": 1, "charge": -2, "orbital_gap_ev": 4.05, "fmax_ev_per_a": 2.1, "e_homo_ha": -0.04515, "lumo_ev": 2.82}


[2]
{"formula": "C20H34N4O", "method": "ωB97M-V/def2-TZVPD", "symbols": ["C", "H", "H", "H", "C", "N", "C", "C", "H", "H", "C", "N", "C", "C", "N", "C", "H", "C", "C", "H", "H", "C", "O", "H", "H", "H", "H", "H", "C", "C", "C", "C", "C", "N", "C", "H", "H", "H", "H", "H", "H", "H", "H", "H", "H", "C", "H", "C", "H", "H", "H", "H", "H", "H", "C", "H", "H", "H", "H"], "coordinates": [[-2.273, 5.511, 1.241], [-2.224, 4.895, 1.972], [-3.238, 6.253, 1.364], [-1.367, 6.069, 1.041], [-2.481, 4.674, -0.322], [-1.587, 3.484, -0.187], [-0.107, 3.778, -0.363], [0.481, 2.500, -0.248], [0.364, 2.240, 0.840], [1.619, 2.806, -0.365], [-0.066, 1.294, -0.914], [0.857, 0.083, -0.859], [1.207, -0.650, -2.130], [0.164, -1.929, -1.806], [0.504, -2.664, -0.741], [0.235, -1.779, 0.590], [-0.787, -1.461, 0.399], [0.998, -0.419, 0.533], [2.167, -0.453, 1.090], [2.632, 0.499, 1.506], [2.201, -1.147, 1.979], [3.449, -1.210, 0.496], [3.186, -2.488, 0.071], [2.384, -2.603, -0.169], [3.363, -0.622, -0.756], [4.323, -1.006, 0.868], [0.509, 0.279, 1.070], [0.170, -2.277, 1.449], [-0.025, -3.961, -0.446], [0.293, -4.601, 0.755], [1.439, -5.041, 0.991], [1.823, -5.749, 2.054], [0.747, -5.957, 3.056], [-0.357, -5.658, 2.704], [-0.656, -5.028, 1.630], [-1.948, -4.749, 1.592], [0.875, -6.532, 3.805], [2.920, -5.904, 2.667], [2.323, -4.778, 0.345], [-1.267, -3.931, -0.450], [0.322, -4.368, -1.315], [-0.782, -1.774, -1.675], [0.571, -2.676, -2.676], [2.285, -1.000, -2.048], [0.795, -0.265, -2.888], [-1.407, 1.319, -0.868], [-1.514, 0.983, 0.212], [-2.065, 2.621, -1.138], [-3.366, 2.284, -0.968], [-2.046, 2.599, -2.059], [-1.856, 0.378, -1.488], [0.167, 1.686, -2.101], [-0.126, 4.760, 0.051], [-0.047, 4.175, -1.493], [-2.487, 5.755, -1.269], [-3.340, 6.450, -0.990], [-2.723, 5.019, -2.322], [-1.550, 6.022, -1.350], [-3.680, 4.263, 0.034]], "forces_ev_per_a": [[-2.884, 4.561, -7.548], [0.431, -4.179, 4.808], [2.612, -1.728, -0.276], [0.150, 0.518, 0.661], [-3.561, -0.837, 9.650], [-1.446, 4.352, -1.094], [-6.027, 2.629, -5.338], [6.077, -0.368, 4.714], [0.486, 0.344, -0.236], [-1.741, -1.824, -0.099], [9.440, 1.707, -8.163], [-0.502, 3.564, 0.310], [-0.320, -5.590, 10.587], [8.298, -2.203, -6.825], [3.334, 0.918, 9.534], [-0.956, 2.487, -6.129], [-0.665, 0.039, 0.078], [-7.278, -3.169, -6.878], [13.740, -1.882, 6.859], [-0.875, -0.710, -0.768], [-1.066, 0.991, 0.172], [-8.150, 2.817, -8.844], [9.880, -0.580, 4.104], [-9.046, -1.015, -2.823], [1.486, -0.532, 3.475], [4.704, 0.627, 2.423], [-2.553, 1.953, 1.830], [0.741, -2.332, 3.367], [-5.433, 3.432, -2.823], [-6.880, 0.766, -0.196], [11.657, -1.595, -0.688], [1.513, -1.234, 7.551], [8.696, 0.891, -6.254], [-8.965, 0.937, 0.686], [-5.658, 2.154, -0.384], [4.106, -0.651, -0.550], [1.225, -3.626, 5.827], [-2.739, 0.299, -3.005], [-1.159, -0.093, 0.175], [2.533, -0.018, -0.450], [0.307, -2.817, -2.195], [-6.127, 2.111, -0.973], [-2.121, 1.352, 0.984], [-1.499, 0.459, -0.903], [-2.245, 3.598, -5.982], [-6.635, -6.363, 2.074], [-1.314, 0.380, -0.512], [-4.800, -5.838, 8.456], [3.655, 1.419, -0.140], [0.621, 2.080, -9.689], [0.769, 2.288, 1.161], [-0.315, -1.057, 2.108], [1.964, 0.057, 1.931], [0.333, -1.070, 1.486], [-5.863, -4.302, -3.874], [1.541, -0.595, -0.884], [0.374, 2.920, 2.146], [4.625, 2.699, -0.770], [3.526, 0.861, -1.864]], "mulliken_charge": [-1.347, 0.516, 0.306, 0.425, -0.153, 0.447, -1.352, -0.177, 0.067, 0.154, -0.328, 0.461, -0.924, -1.109, 0.112, -1.986, 0.342, 0.675, -0.933, 0.261, 0.285, -0.859, -0.569, 0.604, 0.033, 0.609, 0.488, 1.204, -1.106, 0.916, 0.081, -0.537, -0.439, -0.504, -0.273, 0.122, 0.576, 0.209, 0.173, 0.151, 0.485, 0.742, 0.346, 0.277, 0.743, -0.033, 0.180, -1.663, 0.237, 0.756, -0.014, 0.115, 0.704, 0.284, -1.108, 0.393, 0.187, 0.411, 0.339], "energy_ev": -29278.1886, "spin_multiplicity": 1, "orbital_gap_ev": 8.58, "fmax_ev_per_a": 15.5, "e_homo_ha": -0.28917, "lumo_ev": 0.71}


[3]
{"formula": "C2H8N2O3", "method": "ωB97M-V/def2-TZVPD", "symbols": ["C", "O", "H", "H", "H", "H", "C", "N", "N", "O", "O", "H", "H", "H", "H"], "coordinates": [[-1.106, 0.912, -0.561], [-1.554, 0.881, 0.809], [-0.818, 1.154, 1.368], [-1.963, 0.571, -1.148], [-0.907, 1.951, -0.862], [-0.078, 0.080, -1.251], [0.452, -0.934, -0.005], [2.078, 0.703, 0.473], [-0.393, -1.829, 0.513], [1.142, -0.271, 0.952], [0.769, -0.886, -1.261], [2.649, 0.213, -0.217], [1.515, 1.378, -0.049], [-0.958, -2.333, -0.151], [-0.831, -1.589, 1.391]], "forces_ev_per_a": [[0.684, -0.125, -2.147], [0.425, -0.275, 0.200], [-0.095, 0.008, -0.013], [-0.168, 0.235, 0.076], [-0.217, 0.005, 0.068], [-2.574, 2.537, 1.735], [2.111, -1.484, -1.327], [-0.073, -0.053, -0.026], [-0.015, 0.621, -0.237], [-0.611, -0.019, -0.785], [0.564, -1.349, 2.445], [-0.151, 0.026, 0.027], [0.012, -0.144, -0.004], [0.021, 0.090, -0.053], [0.086, -0.073, 0.040]], "mulliken_charge": [-0.716, -0.532, 0.332, 0.323, 0.299, 0.362, 0.425, -0.413, -0.309, -0.277, -0.662, 0.307, 0.318, 0.266, 0.275], "energy_ev": -11322.1853, "spin_multiplicity": 1, "orbital_gap_ev": 8.71, "fmax_ev_per_a": 4.0, "e_homo_ha": -0.29283, "lumo_ev": 0.74}


[4]
{"formula": "C3H4Cl2", "method": "ωB97M-V/def2-TZVPD", "symbols": ["Cl", "C", "Cl", "C", "C", "H", "H", "H", "H"], "coordinates": [[0.128, 0.752, -1.474], [-0.228, 0.114, 0.073], [0.940, -1.416, 0.597], [-1.654, 0.221, 0.570], [-0.361, 1.008, 1.144], [-1.970, -0.435, 1.313], [-2.378, 0.810, 0.030], [-0.506, 2.081, 0.846], [0.153, 0.766, 1.994]], "forces_ev_per_a": [[0.300, -0.204, -0.831], [0.627, -2.601, -0.753], [-1.839, 1.794, -0.922], [2.881, 0.637, 0.870], [-2.831, 3.357, -1.762], [-0.746, -1.450, 0.559], [0.188, -0.058, -0.155], [0.912, -1.047, 0.612], [0.508, -0.429, 2.383]], "mulliken_charge": [-0.158, 0.620, -0.239, -0.666, -0.675, 0.282, 0.287, 0.209, 0.341], "energy_ev": -28218.8103, "smiles": "ClC1(Cl)CC1", "spin_multiplicity": 1, "orbital_gap_ev": 11.01, "fmax_ev_per_a": 4.7, "e_homo_ha": -0.39202, "lumo_ev": 0.34}